Computed, not measured: C27H27F2N3O4ReS as an isolated structure, with wB97M-V/def2-TZVPD.

Geometry (Å):
C (2.031, -3.413, 1.433)
C (-0.309, -0.647, -3.858)
C (0.166, 3.357, -2.123)
H (-0.632, -5.493, -0.802)
C (-1.337, 0.248, -3.222)
H (2.596, -1.420, 1.951)
C (-0.109, 2.099, 4.578)
F (-3.116, 0.326, 0.552)
C (-1.691, -2.397, -1.610)
C (1.660, -2.347, -4.931)
C (0.218, 1.966, 3.239)
H (-1.551, 2.266, 1.208)
H (-1.260, 1.255, -3.625)
S (1.737, 1.076, 1.150)
H (-0.943, 2.732, 4.865)
C (1.207, -4.228, 0.721)
C (0.203, -3.642, -0.074)
H (1.176, 1.678, 7.640)
C (-2.865, 0.276, -0.813)
H (-2.410, -1.887, -2.233)
O (1.407, 2.354, 0.601)
H (-0.056, 3.888, 0.437)
N (0.697, -0.004, 0.471)
H (1.331, 0.669, -3.413)
H (-0.760, 5.204, -1.706)
O (3.090, 0.602, 1.095)
C (2.015, -1.130, -4.365)
H (-2.665, 2.625, 0.072)
C (2.048, 0.526, 3.837)
H (-2.357, -4.347, -2.193)
H (2.816, -3.842, 2.045)
H (2.418, -3.001, -5.344)
H (-0.289, 0.733, 7.377)
C (-1.051, 3.895, 0.007)
H (-0.332, 2.486, 7.191)
C (1.283, 1.156, 2.864)
C (0.085, -2.239, -0.128)
H (3.056, -0.828, -4.338)
C (1.715, 0.672, 5.175)
H (-2.353, -0.107, -3.400)
C (-0.704, -4.411, -0.832)
N (-1.672, 2.580, 0.253)
Re (-0.765, 0.479, -1.138)
O (1.015, 3.839, -2.827)
H (-1.888, 3.865, -1.980)
C (-1.650, -3.791, -1.592)
H (0.026, -3.646, -5.438)
N (-0.873, -1.638, -0.910)
C (0.319, -2.708, -4.979)
H (-1.619, 4.697, 0.481)
C (1.900, -2.012, 1.391)
C (0.631, 1.450, 5.566)
H (-1.699, -2.146, -4.517)
H (1.312, -5.307, 0.740)
H (-0.329, 2.520, 2.484)
H (2.925, -0.040, 3.559)
C (0.946, -1.390, 0.612)
H (-3.351, -0.626, -1.160)
C (0.279, 1.599, 7.024)
F (-3.575, 1.321, -1.383)
C (1.044, -0.287, -3.838)
O (0.138, 2.057, -1.832)
H (2.323, 0.184, 5.930)
C (-0.651, -1.865, -4.449)
C (-0.950, 4.157, -1.497)

Forces on atoms 1 to 3 (eV/Å):
C 0.081 0.082 0.085
C -0.031 0.107 -0.050
C -0.063 -0.340 0.101

- energy (a.u.) = -2186.49522
- spin multiplicity = 4
- net charge = 0
- <S²> = 3.78
- LUMO (alpha / beta) (eV) = -0.61 / -1.12
- orbital gap (alpha / beta) (eV) = 7.25 / 7.28